No. 1
A molecular structure, C25H43Br2Cl26GaNO at a distorted geometry. Source: OMol25; level of theory: ωB97M-V/def2-TZVPD.

Properties
- Total charge: -1
- LUMO level: 0.051 hartree
- HOMO-LUMO gap: 6.672 eV

```
99
Properties=species:S:1:pos:R:3:lowdin_charge:R:1
C -1.6486 -5.1418 -0.7761 -0.158
C -0.1150 -4.8362 -1.3683 -0.216
C 0.9776 -4.7636 -0.1341 -0.226
O 2.1416 -3.8741 -0.4301 -0.290
C 1.6965 -2.4739 -0.3506 -0.367
Ga 3.2559 -1.1158 0.0035 0.317
C 2.7107 0.6182 -1.0624 -0.626
Br 2.6234 2.3622 -0.0326 0.573
C 2.3897 0.6110 -2.5366 -0.687
C 1.9161 1.9301 -3.4009 -0.177
Br 2.5375 -1.1308 -3.5879 0.591
C 3.2652 -0.8125 2.0702 -0.261
C 2.6359 -1.9967 3.0679 -0.060
C 2.6659 -1.6792 4.6748 -0.168
N 3.1638 -0.4422 5.3669 -0.057
C 3.7291 0.6014 4.4463 -0.171
C 3.8543 0.5489 2.8136 -0.322
H -1.6529 -6.1977 -0.2207 0.078
H -2.0049 -4.2990 -0.0239 0.079
H -2.4238 -5.2309 -1.6792 0.058
H 0.0957 -5.7388 -2.1168 0.111
H -0.2068 -3.8444 -1.9913 0.096
H 0.4138 -4.4802 0.8533 0.113
H 1.3695 -5.8811 0.0133 0.128
H 0.9741 -2.3842 0.5849 0.058
H 1.0516 -2.2081 -1.2902 -0.039
H 4.6935 -1.6798 -0.5189 -0.036
H 2.4614 1.9548 -4.4553 0.080
H 0.7329 1.8331 -3.5215 0.069
H 2.1326 2.9562 -2.8796 0.046
H 2.1907 -3.0087 2.6818 0.069
H 2.2439 -2.5453 5.3809 -0.046
H 4.1435 1.5944 4.9647 0.079
H 4.3282 1.4194 2.1906 -0.057
C 4.9656 -1.0068 -6.8084 -1.039
Cl 4.3504 -0.2256 -8.2701 0.481
Cl 6.2748 -0.0637 -6.0862 0.491
H 4.1521 -1.0985 -6.0847 -0.035
H 5.3428 -1.9991 -7.0673 0.029
C 2.8092 -5.8286 5.5503 -0.994
Cl 1.6364 -4.5084 5.6337 0.580
Cl 2.8465 -6.7428 7.0630 0.490
H 2.5308 -6.5008 4.7352 0.031
H 3.8015 -5.4116 5.3621 0.038
C -1.8453 0.2037 -2.1304 -0.992
Cl -0.8041 -0.6827 -1.0099 0.601
Cl -1.6153 -0.3569 -3.7912 0.515
H -2.8885 0.0497 -1.8443 0.019
H -1.6012 1.2675 -2.0770 0.026
C -4.3868 -2.8009 -4.6077 -1.072
Cl -3.8347 -4.3354 -5.2902 0.520
Cl -4.5700 -2.9144 -2.8531 0.514
H -3.6538 -2.0244 -4.8394 -0.023
H -5.3517 -2.5414 -5.0501 -0.033
C 1.0700 2.9223 6.0466 -1.009
Cl 2.4002 4.0157 5.6459 0.491
Cl -0.2838 3.1316 4.9292 0.511
H 1.4261 1.8912 5.9848 0.011
H 0.7287 3.1346 7.0627 0.026
C 2.2300 6.1508 0.7067 -1.042
Cl 1.0572 7.4709 0.7901 0.488
Cl 2.2673 5.2366 2.2194 0.475
H 1.9516 5.4785 -0.1084 0.001
H 3.2223 6.5678 0.5185 0.029
C 7.4964 -0.9846 2.1906 -0.994
Cl 8.6406 -0.1030 3.2098 0.474
Cl 5.8313 -0.7039 2.7139 0.685
H 7.6064 -0.6463 1.1575 -0.042
H 7.7139 -2.0535 2.2540 0.027
C -6.7594 0.2627 -5.8023 -1.053
Cl -6.4594 -0.4126 -4.1963 0.524
Cl -5.3547 0.0498 -6.8543 0.529
H -7.6176 -0.2463 -6.2476 0.022
H -6.9728 1.3299 -5.7053 -0.038
C 6.2407 2.7713 0.4016 -0.976
Cl 6.7928 1.2368 -0.2809 0.565
Cl 6.0575 2.6579 2.1562 0.570
H 6.9737 3.5479 0.1700 0.028
H 5.2759 3.0308 -0.0408 -0.040
C -9.5415 2.6337 -3.8263 -0.991
Cl -8.5003 1.7473 -2.7058 0.511
Cl -9.3115 2.0731 -5.4871 0.561
H -10.5847 2.4797 -3.5402 0.030
H -9.2974 3.6975 -3.7730 0.032
C -3.4289 5.1511 6.0653 -1.030
Cl -3.0300 6.8733 6.0589 0.515
Cl -5.1478 4.8951 5.7412 0.498
H -2.8424 4.6472 5.2931 -0.006
H -3.1855 4.7331 7.0451 0.031
C -4.6431 8.8554 3.1352 -1.039
Cl -4.2443 10.5776 3.1289 0.491
Cl -6.3621 8.5994 2.8111 0.488
H -4.0567 8.3516 2.3631 0.032
H -4.3997 8.4374 4.1150 -0.024
C -5.9195 -6.4042 -2.6028 -1.053
Cl -5.3674 -7.9387 -3.2852 0.489
Cl -6.1027 -6.5177 -0.8482 0.493
H -5.1866 -5.6277 -2.8344 -0.047
H -6.8844 -6.1447 -3.0452 0.030
```


No. 2
A molecular structure, C25H43BrN2P2Pd at a distorted geometry. Source: OMol25; level of theory: ωB97M-V/def2-TZVPD.

Properties
- Total charge: +2
- LUMO level (spin up / spin down): -0.245 / -0.327 hartree
- HOMO-LUMO gap (spin up / spin down): 6.419 / 4.534 eV
- 2S+1: 3

```
74
Properties=species:S:1:pos:R:3:lowdin_charge:R:1
N -5.3240 3.2266 -2.8578 0.084
C -5.2908 3.4666 -1.5458 -0.106
C -4.4199 2.7889 -0.6884 0.007
C -3.4330 1.9122 -1.2341 -0.212
C -3.5427 1.6279 -2.6260 0.004
C -4.4930 2.3276 -3.3787 -0.112
C -2.2962 1.5498 -0.4322 -0.048
Pd -0.2739 -0.0605 0.1552 0.544
P 3.3192 -0.5888 0.9979 1.202
C -0.9704 1.4065 -0.9860 -0.267
C 0.0574 2.4270 -0.6019 -0.249
C 1.2666 2.4515 -1.3203 -0.059
C 2.1501 3.5128 -1.1478 -0.121
C 1.8793 4.4726 -0.1636 -0.715
C 0.7047 4.4326 0.5972 -0.082
C -0.2202 3.4141 0.3562 -0.025
Br 3.0698 5.8603 0.0834 0.867
H -2.4594 1.6873 0.6349 0.082
H -0.8725 1.1181 -2.0380 0.107
H -4.4113 3.0032 0.3803 0.115
H -2.8662 0.9098 -3.0809 0.108
H -5.9616 4.2317 -1.1348 0.124
H -4.5489 2.1559 -4.4623 0.123
H 1.4829 1.6776 -2.0587 0.119
H -1.1842 3.4309 0.8569 0.117
H 3.0293 3.6157 -1.7856 0.120
H 0.4942 5.2261 1.3116 0.118
P -1.1071 -2.2303 0.0701 0.864
C 3.7511 1.1792 0.9724 -0.350
C 5.1804 1.4502 0.4751 -0.112
H 3.6635 1.5210 2.0143 0.099
H 3.0036 1.7308 0.3709 0.062
H 5.3881 2.5250 0.4637 0.088
H 5.9113 0.9723 1.1423 0.088
H 5.3481 1.0621 -0.5362 0.067
C 2.8351 -0.8981 -0.7082 -0.376
C 3.9947 -1.5504 -1.4740 -0.112
H 2.5500 0.0771 -1.1260 0.064
H 1.9333 -1.5280 -0.7032 0.037
H 3.6810 -1.7847 -2.4942 0.090
H 4.8660 -0.8873 -1.5318 0.070
H 4.3143 -2.4753 -0.9795 0.085
C 2.1295 -0.8853 2.3132 -0.401
C 2.8038 -1.6418 3.4697 -0.117
H 1.2716 -1.4393 1.8957 0.033
H 1.7625 0.0933 2.6447 0.064
H 2.0588 -2.1736 4.0692 0.087
H 3.5286 -2.3719 3.0899 0.074
H 3.3464 -0.9492 4.1237 0.090
C -0.8109 -3.2645 1.5899 -0.393
C -1.5973 -4.5546 1.8710 -0.123
H -0.9458 -2.5869 2.4481 0.067
H 0.2565 -3.5251 1.5338 0.070
H -2.6453 -4.3720 2.1379 0.074
H -1.6017 -5.2509 1.0225 0.079
H -1.1080 -5.0601 2.7187 0.088
C -0.1952 -3.1195 -1.2411 -0.421
C -0.2959 -2.4842 -2.6277 -0.143
H -0.5906 -4.1425 -1.2440 0.094
H 0.8475 -3.1813 -0.9063 0.058
H -1.2934 -2.6339 -3.0561 0.075
H -0.0996 -1.4000 -2.6079 0.045
H 0.4407 -2.9560 -3.2927 0.085
C -2.8315 -2.6043 -0.3737 -0.395
C -3.8878 -1.9732 0.5297 -0.133
H -2.9266 -3.7063 -0.3755 0.094
H -2.9857 -2.2714 -1.4144 0.087
H -4.8967 -2.2361 0.1645 0.094
H -3.7741 -2.3314 1.5631 0.068
H -3.8031 -0.8785 0.5429 0.052
N -0.5358 0.7733 2.1725 -0.004
H 0.1259 1.5259 2.4070 0.056
H -0.4563 0.0141 2.8465 0.044
H -1.4893 1.1395 2.1988 0.048
```


No. 3
A molecular structure, C25H43Cl16N3O5S at a distorted geometry. Source: OMol25; level of theory: ωB97M-V/def2-TZVPD.

Properties
- LUMO level: -0.022 hartree
- HOMO-LUMO gap: 7.994 eV

```
93
Properties=species:S:1:pos:R:3:lowdin_charge:R:1
C 3.6250 2.1324 2.2452 -0.140
C 3.7185 0.7742 2.5376 -0.031
C 2.5729 -0.2809 2.4290 -0.344
N 2.8344 -1.5736 1.8013 0.057
C 3.4375 -1.4740 0.4397 -0.194
C 2.8415 -2.5976 -0.5232 -0.241
C 1.6153 -2.0522 -1.3704 -0.159
O 2.3884 -0.6843 3.8377 0.049
C 1.1048 -1.2472 3.9339 -0.456
O 0.8828 -2.0502 4.7951 0.170
O 0.2834 -0.7587 2.9142 0.100
C 1.0936 0.2154 2.1949 -0.351
N 0.5369 0.1880 0.8188 0.178
C 1.0865 1.0847 0.1324 -0.646
S 1.9458 1.8583 -1.0016 0.772
O 0.7170 1.4676 2.8332 -0.026
N -0.6601 1.6439 2.7449 -0.165
O -0.9236 2.6038 2.0883 -0.137
H 2.8092 2.7381 2.7374 0.080
H 4.2953 2.6724 1.5550 -0.025
H 4.7065 0.3989 2.9328 0.131
H 3.4869 -2.0906 2.4024 0.146
H 3.3633 -0.4601 -0.0298 0.083
H 4.5455 -1.6965 0.5435 0.121
H 2.4228 -3.4162 0.1340 0.109
H 3.6236 -3.0534 -1.2014 0.023
H 0.6926 -1.8944 -0.7475 0.062
H 1.8789 -1.1144 -1.9449 0.053
H 1.3320 -2.8092 -2.1639 0.050
Cl -3.9081 1.0134 -1.3115 0.528
C -3.5080 -0.2580 -0.1253 -0.683
C -3.7806 0.1801 1.2959 -0.602
Cl -2.6522 1.4616 1.8278 0.824
H -2.4622 -0.5338 -0.2656 0.061
H -4.1253 -1.1239 -0.3695 -0.015
H -3.6453 -0.6638 1.9754 0.064
H -4.8004 0.5501 1.4121 0.068
Cl -6.5203 -3.4204 -2.4093 0.534
C -6.1219 -4.6913 -1.2216 -0.682
C -6.3938 -4.2524 0.1987 -0.695
Cl -5.2735 -2.9749 0.7363 0.601
H -5.0774 -4.9699 -1.3628 0.076
H -6.7434 -5.5579 -1.4621 -0.054
H -6.2606 -5.0952 0.8773 0.047
H -7.4106 -3.8795 0.3153 0.048
Cl -7.5850 -7.5701 -1.5237 0.594
C -8.5132 -7.1755 -2.9942 -0.628
C -9.2777 -8.3680 -3.5240 -0.664
Cl -8.1963 -9.6240 -4.1755 0.542
H -7.8192 -6.7814 -3.7364 0.077
H -9.2098 -6.3803 -2.7240 0.081
H -9.9279 -8.0546 -4.3415 0.074
H -9.8961 -8.8223 -2.7502 0.069
Cl -7.3802 -3.9918 3.4761 0.574
C -9.1173 -4.3680 3.6013 -0.649
C -9.4209 -5.8107 3.2589 -0.651
Cl -9.1622 -6.1643 1.5315 0.550
H -9.6586 -3.6798 2.9524 0.071
H -9.4102 -4.1657 4.6325 0.073
H -10.4684 -6.0269 3.4720 0.072
H -8.8057 -6.4979 3.8391 0.071
Cl 5.0935 4.1648 2.6492 0.689
C 5.7831 5.7684 2.2633 -0.623
C 5.2728 6.8518 3.1869 -0.687
Cl 3.5429 7.1950 2.9281 0.539
H 5.5545 5.9900 1.2211 0.073
H 6.8661 5.6794 2.3631 0.067
H 5.8125 7.7809 2.9973 -0.018
H 5.4110 6.5827 4.2341 0.072
Cl 3.7727 -3.2398 -3.5778 0.630
C 5.2310 -2.7026 -4.4482 -0.638
C 6.3811 -3.6713 -4.2866 -0.664
Cl 7.0106 -3.6932 -2.6202 0.536
H 5.4915 -1.7073 -4.0890 0.072
H 4.9595 -2.6238 -5.5018 0.073
H 7.2073 -3.3741 -4.9335 0.072
H 6.0884 -4.6871 -4.5511 0.069
Cl 1.8767 6.7315 -5.2961 0.534
C 1.0962 5.1780 -4.9075 -0.665
C 1.7542 4.4855 -3.7348 -0.682
Cl 3.3960 3.9111 -4.1273 0.522
H 1.1162 4.5563 -5.8021 0.069
H 0.0551 5.3981 -4.6680 0.074
H 1.1716 3.6086 -3.4502 0.044
H 1.8246 5.1438 -2.8693 0.071
Cl 6.0813 11.7994 2.4373 0.544
C 7.3820 11.4776 1.2645 -0.666
C 7.3269 10.0658 0.7253 -0.637
Cl 7.7316 8.8556 1.9701 0.598
H 8.3351 11.6838 1.7507 0.069
H 7.2549 12.1889 0.4473 0.073
H 8.0546 9.9482 -0.0784 0.074
H 6.3401 9.8266 0.3296 0.074
```


No. 4
3 unconnected molecules or ions with the total composition C25H43F5N5O2 at a distorted geometry. Source: OMol25; level of theory: ωB97M-V/def2-TZVPD.

Properties
- Total charge: +1
- LUMO level (spin up / spin down): -0.116 / -0.116 hartree
- HOMO-LUMO gap (spin up / spin down): 6.578 / 7.685 eV
- 2S+1: 3

```
80
Properties=species:S:1:pos:R:3:lowdin_charge:R:1
N 3.7973 -0.9713 2.2138 0.136
C 2.8087 -0.2250 1.9956 -0.222
C 1.4143 -0.7422 2.3071 -0.047
C 0.3864 0.2881 1.9909 -0.156
N 0.5793 1.5934 2.1503 0.180
C -0.5285 2.3063 1.7496 0.004
C -1.4284 1.4187 1.3357 0.017
N -0.8574 0.1598 1.4935 0.119
C -1.5931 -1.0494 1.1403 -0.400
F -1.7595 -1.0624 -0.1841 0.184
F -0.8973 -2.1243 1.5064 0.181
C -3.0096 -1.0930 1.8321 -0.542
F -3.3228 -2.3446 2.0993 0.210
F -3.9278 -0.5628 1.0226 0.189
F -2.9749 -0.3937 2.9739 0.182
H 4.6734 -0.5146 1.9672 0.072
H 2.8952 0.7869 1.5847 0.099
H 1.3724 -0.9962 3.3709 0.152
H 1.2528 -1.6620 1.7570 0.126
H 1.4296 2.0133 2.5075 0.162
H -0.5994 3.3791 1.7758 0.143
H -2.4146 1.5722 0.9314 0.154
C 2.2930 6.3933 2.7012 -0.016
C 3.4592 5.3824 2.5562 -0.476
C 4.8065 6.0987 2.3923 -0.132
C 5.0392 6.7050 1.0117 -0.164
C 4.8166 5.6588 -0.0757 -0.129
C 3.4341 5.0110 0.0058 -0.495
N 3.2274 4.4624 1.3911 -0.099
O 3.8138 3.3277 1.5446 -0.058
C 2.3574 6.0367 -0.3750 -0.034
C 3.3251 3.8661 -0.9920 -0.040
C 3.5066 4.5567 3.8363 -0.048
H 1.5110 6.2326 1.9649 0.060
H 1.8180 6.2898 3.6763 0.080
H 2.6290 7.4256 2.6092 0.090
H 5.6087 5.3826 2.5945 0.127
H 4.8745 6.8698 3.1615 0.129
H 4.3915 7.5712 0.8551 0.108
H 6.0622 7.0779 0.9531 0.120
H 4.9311 6.1022 -1.0664 0.130
H 5.5815 4.8812 0.0127 0.129
H 1.3574 5.6153 -0.2547 0.085
H 2.4831 6.3004 -1.4245 0.095
H 2.4097 6.9602 0.1935 0.067
H 4.1234 3.1386 -0.8686 0.081
H 3.3891 4.2719 -2.0009 0.093
H 2.3675 3.3496 -0.8933 0.082
H 2.5987 3.9593 3.9558 0.076
H 3.5743 5.2403 4.6819 0.097
H 4.3647 3.8905 3.8680 0.081
C -2.6771 -4.5915 -4.4239 -0.019
C -3.3079 -5.8804 -3.8370 -0.475
C -4.8364 -5.7670 -3.7563 -0.135
C -5.3498 -4.8885 -2.6176 -0.171
C -4.7391 -5.3271 -1.2890 -0.132
C -3.2107 -5.3444 -1.3249 -0.492
N -2.7471 -6.1786 -2.4790 -0.103
O -2.7830 -7.4289 -2.1987 -0.012
C -2.6796 -3.9064 -1.4024 -0.047
C -2.6582 -5.9438 -0.0384 -0.036
C -2.9561 -7.0275 -4.7757 -0.047
H -1.9228 -4.1663 -3.7685 0.062
H -2.1697 -4.8105 -5.3621 0.080
H -3.4231 -3.8211 -4.6251 0.084
H -5.2530 -6.7706 -3.6304 0.126
H -5.2014 -5.3950 -4.7155 0.125
H -5.1338 -3.8345 -2.8156 0.103
H -6.4365 -4.9699 -2.5630 0.115
H -5.0632 -4.6692 -0.4782 0.122
H -5.0993 -6.3304 -1.0439 0.129
H -1.5918 -3.9008 -1.4977 0.093
H -2.9412 -3.3926 -0.4765 0.060
H -3.0976 -3.3235 -2.2190 0.067
H -3.0681 -6.9303 0.1589 0.084
H -2.9219 -5.2912 0.7962 0.080
H -1.5715 -6.0297 -0.0826 0.093
H -1.8804 -7.2040 -4.7938 0.095
H -3.2801 -6.7565 -5.7811 0.092
H -3.4501 -7.9539 -4.4953 0.080
```


No. 5
7 unconnected molecules or ions with the total composition C25H43NO18 at a distorted geometry. Source: OMol25; level of theory: ωB97M-V/def2-TZVPD.

Properties
- SMILES: C[C@H]1COC(=O)O1.C[C@H]1COC(=O)O1.C[C@H]1COC(=O)O1.COC(=O)OC.COC(=O)OC.COC(=O)OC.CCCC#N
- LUMO level: 0.013 hartree
- HOMO-LUMO gap: 10.522 eV

```
87
Properties=species:S:1:pos:R:3:lowdin_charge:R:1
C -0.7130 3.2472 2.8653 0.013
C -1.0118 4.2309 1.6496 -0.280
C -0.7070 5.6629 1.9747 -0.114
O 0.5437 5.8232 1.4142 0.094
C 0.7995 4.9241 0.4910 -0.501
O 1.8051 4.8958 -0.2571 0.103
O -0.1329 3.9286 0.5739 0.048
H -1.3924 3.4919 3.7082 0.102
H 0.2920 3.2647 3.2221 0.081
H -0.8958 2.2920 2.4403 0.033
H -2.0601 4.1004 1.3665 0.148
H -0.6824 5.7819 3.0594 0.142
H -1.3259 6.4316 1.5183 0.141
C -2.2741 -1.2345 5.1277 -0.006
C -1.9887 -0.6805 3.7169 -0.284
C -2.8361 -1.1659 2.5667 -0.108
O -3.6781 -0.0873 2.3654 0.082
C -3.3751 0.9365 3.1666 -0.600
O -3.9832 2.0146 3.1722 0.099
O -2.3777 0.6604 3.9233 0.092
H -3.3580 -1.2833 5.3085 0.099
H -1.7985 -0.7309 5.9506 0.080
H -1.9589 -2.3146 5.1797 0.085
H -0.9144 -0.7281 3.4739 0.146
H -3.4562 -2.0226 2.8563 0.145
H -2.2682 -1.4371 1.7330 0.090
C 1.4842 -2.7530 -2.2804 -0.019
C 2.3884 -1.7132 -2.9253 -0.268
C 3.5858 -1.2839 -2.0590 -0.077
O 4.7295 -1.3884 -2.8702 0.108
C 4.4035 -1.9920 -3.9743 -0.588
O 5.1953 -2.2833 -4.8466 0.133
O 3.0879 -2.2696 -4.0314 0.111
H 2.0228 -3.6266 -2.0923 0.078
H 0.8150 -3.1588 -3.0257 0.083
H 0.9250 -2.3462 -1.4660 0.037
H 1.7524 -0.9228 -3.1155 0.103
H 3.6779 -1.8622 -1.1801 0.115
H 3.3678 -0.2754 -1.6933 0.117
C 0.2164 1.5038 -3.2663 -0.004
O 1.2716 1.3444 -4.2484 0.022
C 2.5029 1.6536 -3.9398 -0.427
O 2.8654 2.1838 -2.6445 -0.086
O 3.3687 1.4922 -4.8877 0.035
C 4.7069 1.6402 -4.6224 -0.045
H -0.6119 2.1261 -3.5573 0.091
H 0.5802 1.7805 -2.2486 0.090
H -0.1530 0.4833 -3.2513 0.079
H 4.9147 1.0633 -3.7398 0.087
H 4.8852 2.6583 -4.4424 0.084
H 5.3505 1.3209 -5.4985 0.135
C -1.0462 -5.0742 -1.6011 -0.077
O -0.6262 -5.3417 -0.2911 0.007
C -1.2851 -4.7815 0.7275 -0.436
O -2.3873 -3.9218 0.5801 -0.062
O -0.7963 -5.1477 1.8902 0.023
C -1.3455 -4.5929 3.0877 -0.024
H -0.2630 -5.4382 -2.2747 0.096
H -1.2425 -4.0465 -1.9676 0.081
H -1.9992 -5.5864 -1.8256 0.107
H -0.9951 -5.1018 3.9613 0.096
H -2.4328 -4.6403 3.1104 0.105
H -1.1035 -3.5935 3.2425 0.049
C 2.5367 2.0792 0.3317 -0.055
O 2.7281 0.6906 0.4776 0.011
C 1.8035 -0.1083 0.9611 -0.432
O 0.6571 0.3039 1.5692 -0.026
O 2.1241 -1.4062 0.8538 0.001
C 1.1011 -2.3489 1.1895 -0.043
H 2.5390 2.5898 1.3474 0.125
H 1.6377 2.4184 -0.2482 0.077
H 3.4009 2.4372 -0.1857 0.082
H 1.3535 -3.2809 0.6775 0.096
H 0.0976 -2.1454 0.8967 0.062
H 1.2793 -2.5800 2.2091 0.093
C -4.2607 1.5729 -0.8096 -0.069
C -2.8054 1.9531 -1.0726 -0.237
C -1.7145 1.1515 -0.3791 -0.178
C -1.4957 -0.2393 -0.8774 -0.172
N -1.3075 -1.3158 -1.2525 0.191
H -4.4543 0.5978 -1.2137 0.072
H -4.8626 2.3091 -1.3434 0.078
H -4.5229 1.6042 0.2343 0.063
H -2.6369 2.9619 -0.7019 0.102
H -2.5484 1.8112 -2.1089 0.094
H -1.9725 1.2075 0.6669 0.095
H -0.7397 1.6264 -0.5218 0.086
```